[1]
ORCA calculation (ωB97M-V/def2-TZVPD) on the ion C2H4N3 with charge +1 at a distorted geometry.

Atoms and positions in Å:
H (-2.677, 0.372, 0.790)
N (-1.953, -0.207, 0.228)
C (-0.892, 0.031, -0.327)
N (0.345, 0.776, -0.774)
C (1.078, 0.240, 0.329)
N (0.346, -0.593, -0.610)
H (2.214, 0.420, 0.328)
H (0.735, 0.131, 1.307)
H (0.805, -1.169, -1.271)

The calculation puts the lowest unoccupied orbital energy at -4.597 eV. As for the charge: +1. As for the calculated total energy: -6596.1941 eV. As for the energy above the lowest of the compared OMol25 structures with the same formula, charge and spin: 508.7 kJ/mol. The SMILES is [H]/N=C1\N2C[N@@H+]12.

---

[2]
ORCA calculation (ωB97M-V/def2-TZVPD) on a cluster of 2 separate species, C6H14N2O2 in total at a distorted geometry.

Atoms and positions in Å:
C (-2.323, 1.488, 1.683)
C (-1.491, -2.204, 1.551)
C (-1.490, 0.245, 1.577)
O (-0.277, 0.302, 1.358)
N (-2.103, -0.914, 1.864)
H (-3.320, 1.314, 1.257)
H (-1.977, 2.211, 0.944)
H (-3.111, -0.988, 1.915)
H (-1.945, -2.691, 0.688)
H (-2.561, 1.913, 2.649)
H (-0.419, -2.123, 1.441)
H (-1.679, -2.855, 2.409)
C (2.954, 0.508, -0.225)
C (-0.121, 0.063, -2.396)
C (1.339, 0.187, -2.091)
O (2.244, 0.136, -2.866)
N (1.635, 0.291, -0.681)
H (0.874, 0.636, -0.077)
H (3.253, 1.573, -0.288)
H (-0.349, -1.008, -2.349)
H (3.104, 0.084, 0.770)
H (3.662, 0.127, -0.974)
H (-0.761, 0.508, -1.640)
H (-0.360, 0.473, -3.369)

As for the spin multiplicity: 2. The calculation puts the lowest unoccupied orbital energy (spin up / spin down) at -2.992 / -8.165 eV. As for the charge: +1. As for the calculated total energy: -13516.2578 eV. As for the energy above the lowest of the compared OMol25 structures with the same formula, charge and spin: 48.5 kJ/mol.